## i
The following is a DFT calculation (ωB97M-V with the def2-TZVPD basis set) of a 2-piece molecular cluster, CH7NS overall.

Each line ends with the Mulliken charge.
Atoms and positions in Å:
C (-1.722, 0.408, -1.188)  -0.73
N (-0.539, -0.337, -1.458)  -0.45
H (-2.477, -0.249, -0.747)  0.29
H (-1.582, 1.184, -0.433)  0.26
H (-2.253, 0.896, -2.020)  0.29
H (0.259, 0.118, -1.889)  0.18
H (-0.597, -1.223, -1.951)  0.19
S (1.182, 0.044, 1.379)  -0.31
H (0.381, -0.915, 0.864)  0.15
H (1.860, -0.694, 2.290)  0.13

* molar mass: 65.14 g mol⁻¹
* frontier orbital gap: 10.15 eV
* LUMO: 1.050 eV

=====

## ii
The following is a DFT calculation (ωB97M-V with the def2-TZVPD basis set) of a 2-piece molecular cluster, CH7NS overall.

Each line ends with the Mulliken charge.
Atoms and positions in Å:
C (-2.269, -2.759, 1.111)  -0.69
N (-1.488, -1.760, 1.815)  -0.50
H (-2.173, -3.732, 1.613)  0.25
H (-3.320, -2.496, 1.086)  0.30
H (-1.814, -3.096, 0.168)  0.24
H (-0.497, -1.925, 1.802)  0.19
H (-1.730, -0.821, 1.546)  0.21
S (1.940, 2.326, -1.463)  -0.27
H (2.022, 1.129, -2.070)  0.14
H (0.922, 1.699, -0.848)  0.13

* molar mass: 65.14 g mol⁻¹
* frontier orbital gap: 9.62 eV
* LUMO: 0.628 eV

=====

Relative energy of each structure, in eV: i 0.000; ii 0.221.

=====

## i
The following is a DFT calculation (ωB97M-V with the def2-TZVPD basis set) of H4NO2PS as an isolated structure.

Each line ends with the Mulliken charge.
Atoms and positions in Å:
N (-1.010, -1.014, 0.563)  -0.50
O (-1.419, 1.542, 0.199)  -0.51
O (-1.137, 0.061, -1.829)  -0.49
P (1.910, 1.190, -0.297)  0.06
S (-0.774, 0.396, -0.496)  0.74
H (-0.465, -0.930, 1.394)  0.28
H (-0.758, -1.916, 0.212)  0.28
H (2.124, -0.152, -0.726)  0.08
H (1.529, 0.823, 0.980)  0.05

* molar mass: 113.08 g mol⁻¹
* frontier orbital gap (alpha / beta): 7.56 / 7.57 eV
* LUMO (alpha / beta): -1.858 / -1.856 eV

=====

## ii
The following is a DFT calculation (ωB97M-V with the def2-TZVPD basis set) of one molecule with the formula H4NO2PS.

Each line ends with the Mulliken charge.
Atoms and positions in Å:
N (-0.928, -1.269, 0.115)  -0.55
S (0.080, -0.448, -1.034)  0.85
O (-0.771, -0.086, -2.113)  -0.52
O (1.199, -1.306, -1.232)  -0.52
P (0.377, 1.695, 0.351)  -0.06
H (-1.683, -0.708, 0.325)  0.30
H (-0.562, -1.189, 1.033)  0.28
H (0.991, 2.321, -0.877)  0.12
H (1.414, 1.051, 0.857)  0.10

* molar mass: 113.08 g mol⁻¹
* frontier orbital gap: 8.78 eV
* LUMO: -1.171 eV

=====

## iii
The following is a DFT calculation (ωB97M-V with the def2-TZVPD basis set) of a 2-piece molecular cluster, H4NO2PS overall.

Each line ends with the Mulliken charge.
Atoms and positions in Å:
N (-1.863, 0.135, 0.672)  -0.60
O (-0.300, 1.007, -1.317)  -0.40
O (-0.373, -1.554, -0.495)  -0.43
P (-0.436, -0.048, -0.030)  0.73
S (2.436, 0.039, 0.220)  -0.42
H (-2.022, 1.073, 1.125)  0.25
H (0.591, 1.290, -1.575)  0.35
H (-0.973, -2.268, -0.165)  0.37
H (2.939, 0.326, 1.565)  0.14

* molar mass: 113.08 g mol⁻¹
* frontier orbital gap: 7.38 eV
* LUMO: -1.902 eV

=====

Relative energy of each structure, in eV: i 1.845; ii 1.493; iii 0.000.